Record 1
A 2-piece molecular cluster, C5H13O overall, computed with wB97M-V/def2-TZVPD.

Geometry as XYZ:
```
19
Properties=species:S:1:pos:R:3
C 0.911 1.828 0.816
C -0.420 1.111 0.732
C -1.546 1.958 0.172
H 1.199 2.278 -0.138
H 1.712 1.096 0.952
H 0.925 2.572 1.619
H -0.678 0.741 1.735
H -0.282 0.211 0.084
H -2.501 1.426 0.134
H -1.722 2.897 0.715
H -1.327 2.239 -0.864
C 1.088 -1.852 -0.703
O 0.842 -0.604 -1.158
C -0.145 -2.778 -0.793
H 1.410 -1.837 0.376
H 1.926 -2.379 -1.233
H 0.102 -3.826 -0.580
H -0.601 -2.671 -1.780
H -0.896 -2.409 -0.086
```

Output
LUMO in eV: 4.243
M in g mol⁻¹: 89.16
Spin multiplicity: 1
Total charge: -1

Record 2
A 2-piece molecular cluster, C5H13O2 overall, computed with wB97M-V/def2-TZVPD.

Geometry as XYZ:
```
20
Properties=species:S:1:pos:R:3
C -2.031 -0.950 -1.317
O -2.972 -0.242 -1.917
C -0.858 -0.109 -0.738
C -0.065 -0.861 0.346
C 1.148 -0.145 0.902
C 1.848 -0.947 1.993
H -1.488 -1.735 -1.951
H -2.346 -1.659 -0.493
H -0.153 0.178 -1.528
H -1.225 0.836 -0.316
H -0.824 -1.052 1.118
H 0.152 -1.835 -0.106
H 1.767 0.027 0.013
H 0.930 0.825 1.354
H 2.910 -0.732 2.132
H 1.342 -0.811 2.953
H 1.801 -2.031 1.838
H 0.406 3.170 -1.102
H -0.616 3.994 -1.793
O 0.276 4.079 -1.387
```

Output
LUMO in eV: 3.575
M in g mol⁻¹: 105.16
Spin multiplicity: 1
Total charge: -1